# 1
# C7H31N14O8

A cluster of 8 separate species, C7H31N14O8 in total in a non-equilibrium geometry (ωB97M-V/def2-TZVPD, OMol25).

```
60
Properties=species:S:1:pos:R:3:lowdin_charge:R:1
O 25.347 -5.454 0.343 0.20
H 26.188 -5.664 0.807 0.10
H 24.810 -4.745 0.760 0.08
H 25.544 -5.116 -0.559 0.08
C 28.605 -5.195 -0.960 -0.64
O 27.947 -4.970 0.067 -0.02
N 29.854 -4.657 -1.155 0.16
N 28.261 -6.149 -1.857 0.19
H 30.042 -4.479 -2.130 0.10
H 30.176 -3.964 -0.502 0.10
H 27.329 -6.529 -1.845 0.10
H 28.974 -6.577 -2.420 0.11
C 22.374 -3.241 1.765 -0.63
O 23.284 -3.790 1.148 0.01
N 22.070 -3.600 3.056 0.16
N 21.533 -2.319 1.232 0.18
H 22.591 -4.351 3.473 0.09
H 21.106 -3.567 3.345 0.10
H 21.673 -1.935 0.318 0.11
H 20.684 -2.131 1.733 0.10
C 24.705 -5.367 -3.333 -0.62
O 25.273 -5.510 -2.253 0.00
N 25.309 -4.803 -4.424 0.16
N 23.438 -5.808 -3.566 0.18
H 24.729 -4.608 -5.219 0.10
H 26.222 -4.407 -4.313 0.10
H 22.888 -5.443 -4.321 0.10
H 22.937 -6.282 -2.816 0.07
C 25.604 -4.038 3.562 -0.65
O 25.616 -5.121 2.971 0.00
N 26.166 -2.901 3.092 0.18
N 25.170 -3.993 4.872 0.15
H 26.413 -2.163 3.724 0.10
H 26.193 -2.781 2.084 0.06
H 25.250 -3.133 5.384 0.09
H 24.564 -4.719 5.200 0.10
C 27.458 -7.498 2.604 -0.70
O 26.965 -8.142 1.681 0.01
N 28.402 -6.541 2.444 0.17
N 27.090 -7.784 3.900 0.15
H 28.414 -5.822 3.147 0.10
H 28.602 -6.283 1.490 0.07
H 26.577 -8.645 3.959 0.10
H 27.671 -7.508 4.671 0.09
C 22.222 -7.789 -0.141 -0.65
O 22.168 -7.128 -1.170 0.01
N 22.246 -7.189 1.090 0.17
N 22.285 -9.146 -0.103 0.16
H 22.087 -6.196 1.073 0.08
H 22.293 -7.696 1.954 0.10
H 22.708 -9.580 0.697 0.10
H 22.069 -9.691 -0.914 0.11
C 26.311 -2.016 -0.860 -0.62
O 26.034 -2.378 0.272 0.02
N 27.582 -2.134 -1.366 0.17
N 25.414 -1.516 -1.783 0.16
H 28.333 -2.374 -0.748 0.09
H 27.750 -1.695 -2.253 0.10
H 25.524 -1.855 -2.721 0.09
H 24.528 -1.213 -1.427 0.10
```

Values from the calculation:
* relative energy (zero: lowest compared OMol25 entry of this formula, charge and spin): 0.6735 eV
* charge: +1
* total energy: -45005.720 eV
* HOMO: -11.426 eV
* multiplicity: 1

# 2
# C7H32B2FeO13S2

A structure of composition C7H32B2FeO13S2 in a non-equilibrium geometry (ωB97M-V/def2-TZVPD, OMol25).

```
57
Properties=species:S:1:pos:R:3:mulliken_spin:R:1
Fe -1.787 0.698 -1.755 4.18
S 0.090 0.900 -3.651 0.01
O -0.251 1.852 -4.712 0.01
O -0.980 -0.077 -3.360 0.13
O 1.408 0.333 -3.748 0.01
O -0.169 1.639 -2.383 0.14
S -2.912 3.113 -2.280 0.00
O -2.000 4.126 -2.769 0.01
O -2.815 1.850 -3.053 0.14
O -2.408 2.456 -1.039 0.12
O -4.279 3.600 -2.171 0.01
B -0.853 0.160 0.141 0.02
H -0.403 1.207 -0.015 0.03
H -1.982 0.219 0.129 0.03
H -0.559 -0.485 -0.743 -0.01
H -0.546 -0.340 1.138 0.01
B -3.565 -0.711 -1.760 0.03
H -3.614 0.324 -1.306 0.03
H -3.715 -0.642 -2.902 0.02
H -2.527 -1.079 -1.496 0.05
H -4.383 -1.298 -1.185 0.01
C 0.331 -3.155 -1.317 0.00
O 1.008 -2.371 -0.353 0.00
H 1.073 -3.717 -1.893 0.00
H -0.377 -3.872 -0.891 0.00
H -0.141 -2.500 -2.058 0.00
H 0.322 -1.773 0.026 0.01
C -2.387 2.886 2.274 0.00
O -3.434 3.160 1.380 0.00
H -1.626 3.678 2.281 0.00
H -2.750 2.730 3.297 0.00
H -1.931 1.942 1.952 0.00
H -3.124 2.906 0.469 0.00
C 2.235 2.414 -0.064 0.00
O 2.073 2.895 -1.377 0.00
H 1.652 3.025 0.640 0.00
H 1.959 1.368 0.075 0.00
H 3.309 2.525 0.126 0.00
H 1.175 2.638 -1.716 0.00
C 4.064 -1.802 -0.230 0.00
O 3.319 -1.025 -1.128 0.00
H 5.075 -1.384 -0.204 0.00
H 3.668 -1.720 0.789 0.00
H 4.156 -2.861 -0.502 0.00
H 2.370 -1.189 -0.952 0.00
C 1.460 -0.631 3.008 0.00
C 0.954 -2.039 3.257 0.00
C 1.978 -3.100 2.884 0.00
O 0.576 -2.163 4.623 0.00
H 2.226 -0.283 3.709 0.00
H 0.644 0.084 3.140 0.00
H 1.837 -0.509 1.992 0.00
H 0.111 -2.129 2.561 0.00
H 1.595 -4.102 3.092 0.00
H 2.890 -2.933 3.467 0.00
H 2.252 -3.074 1.830 0.00
H -0.294 -1.770 4.731 0.00
```

Values from the calculation:
* relative energy (zero: lowest compared OMol25 entry of this formula, charge and spin): 1.5418 eV
* <S²>: 8.758
* charge: -3
* total energy: -91801.370 eV
* HOMO (alpha / beta): 0.012 / 0.085 eV
* multiplicity: 6

# 3
# C7H32O9

A cluster of 9 separate species, C7H32O9 in total in a non-equilibrium geometry (ωB97M-V/def2-TZVPD, OMol25).

```
48
Properties=species:S:1:pos:R:3:lowdin_charge:R:1
C -5.838 1.584 3.942 -0.07
C -4.409 1.401 3.452 -0.50
C -3.607 0.552 4.458 -0.05
O -4.454 0.683 2.269 -0.05
H -5.800 2.301 4.762 0.08
H -6.342 0.634 4.120 0.08
H -6.588 1.969 3.250 0.07
H -3.952 2.383 3.333 0.13
H -3.019 -0.196 3.926 0.07
H -4.288 -0.098 5.007 0.08
H -2.931 1.053 5.152 0.08
H -4.247 -0.243 2.419 0.08
C 2.321 5.204 -1.608 -0.08
C 1.721 4.481 -0.451 -0.51
C 0.533 3.656 -1.035 -0.06
O 2.607 3.655 0.273 -0.04
H 3.005 4.592 -2.195 0.09
H 2.822 6.130 -1.324 0.08
H 1.594 5.565 -2.336 0.08
H 1.267 5.216 0.214 0.13
H -0.228 4.353 -1.385 0.08
H 0.062 3.179 -0.175 0.07
H 0.730 2.850 -1.741 0.08
H 3.338 4.261 0.415 0.08
C 0.368 -3.475 -6.079 -0.14
O 1.806 -3.381 -6.238 -0.14
H 0.100 -3.421 -5.024 0.07
H -0.098 -2.711 -6.701 0.08
H 0.020 -4.427 -6.478 0.07
H 2.264 -4.223 -6.275 0.07
O 2.521 -0.364 3.482 -0.05
H 2.560 0.103 4.316 0.03
H 3.052 0.164 2.886 0.02
O 0.524 -6.152 1.207 -0.05
H 0.263 -5.266 0.958 0.02
H -0.077 -6.389 1.914 0.03
O 4.395 -5.052 -1.736 -0.05
H 4.470 -4.119 -1.534 0.02
H 3.774 -5.388 -1.090 0.03
O 5.020 -1.041 -0.367 -0.05
H 4.757 -0.121 -0.379 0.03
H 5.880 -1.040 0.054 0.03
O -3.174 -1.458 -2.965 -0.05
H -3.635 -0.898 -2.340 0.03
H -2.354 -1.683 -2.525 0.02
O 0.798 -1.768 -0.150 -0.05
H 0.727 -1.234 0.642 0.03
H 1.739 -1.822 -0.319 0.02
```

Values from the calculation:
* relative energy (zero: lowest compared OMol25 entry of this formula, charge and spin): 1.4882 eV
* structure (SMILES): CC(C)O.CC(C)O.CO.O.O.O.O.O.O
* total energy: -26203.614 eV
* HOMO: -10.132 eV
* multiplicity: 1

# 4
# C7H33NO10

A cluster of 11 separate species, C7H33NO10 in total in a non-equilibrium geometry (ωB97M-V/def2-TZVPD, OMol25).

```
51
Properties=species:S:1:pos:R:3:lowdin_charge:R:1
C -2.152 -2.378 -2.934 -0.02
C -2.435 -2.713 -1.675 -0.19
C -3.581 -2.054 -0.955 -0.18
C -3.259 -0.769 -0.220 -0.27
C -4.093 -0.347 0.725 -0.19
N -4.102 0.877 1.429 0.06
C -1.981 0.020 -0.552 -0.16
C -0.842 -0.598 0.353 -0.06
H -1.336 -2.785 -3.537 0.05
H -2.667 -1.554 -3.425 0.06
H -1.772 -3.419 -1.150 0.11
H -3.882 -2.881 -0.298 0.11
H -4.446 -1.721 -1.519 0.12
H -4.990 -0.953 0.889 0.12
H -4.382 0.772 2.391 0.07
H -3.215 1.359 1.349 0.03
H -1.766 -0.084 -1.607 0.07
H -2.118 1.081 -0.319 0.08
H 0.024 -0.533 -0.301 0.06
H -0.981 -1.614 0.649 0.06
H -0.654 0.029 1.233 0.04
O 3.824 -1.338 -1.321 -0.09
H 4.107 -0.460 -1.692 0.03
H 3.535 -1.693 -2.178 0.06
O 0.207 1.918 -3.405 -0.06
H -0.722 1.800 -3.174 0.03
H 0.167 2.738 -3.922 0.04
O 4.734 -0.050 0.925 -0.07
H 4.919 -0.501 0.094 0.02
H 4.178 -0.711 1.400 0.03
O -1.910 3.080 1.306 -0.07
H -1.736 3.626 2.074 0.05
H -1.401 3.542 0.622 0.04
O -0.158 1.225 2.927 -0.09
H 0.558 0.597 2.738 0.02
H -0.277 1.664 2.070 -0.03
O 3.491 0.988 -2.670 -0.06
H 3.156 1.654 -2.053 0.02
H 2.969 1.047 -3.480 0.05
O 2.923 1.730 -0.097 -0.06
H 2.996 0.811 0.208 0.03
H 3.389 2.186 0.612 0.07
O 2.407 -1.338 1.523 -0.05
H 2.700 -1.098 0.639 0.01
H 2.517 -2.263 1.794 0.06
O 0.883 -3.264 2.953 -0.05
H 0.965 -2.339 2.706 0.00
H 0.551 -3.360 3.853 0.05
O 0.632 2.853 0.860 -0.08
H 1.183 2.465 0.152 0.03
H 1.313 3.073 1.517 0.06
```

Values from the calculation:
* relative energy (zero: lowest compared OMol25 entry of this formula, charge and spin): 2.4331 eV
* structure (SMILES): C=CC/C(=C/N)CC.O.O.O.O.O.O.O.O.O.O
* total energy: -29758.105 eV
* HOMO: -7.239 eV
* multiplicity: 1